<w>
Formula: C5H8Ag3BBr4F4O3
Source: the Open Molecules 2025 dataset
Level of theory: wB97M-V/def2-TZVPD

```
! wB97M-V def2-TZVPD RIJCOSX def2/J DEFGRID3
* xyz 0 1
Ag 3.33552 3.86173 2.40804
Ag 3.34178 0.61480 -3.29678
Ag 0.42877 6.61931 -3.60448
C 6.42257 4.63196 -1.45798
O 7.48330 5.04549 -1.83649
O 6.24907 3.45095 -1.17404
O 5.49370 5.42541 -1.42960
B -1.06331 2.49434 -0.54858
F -0.93504 2.45590 -1.94125
F 0.11124 1.95644 -0.10865
F -1.04988 3.83501 -0.06764
F -2.19416 1.68639 -0.19470
Br -0.28089 1.19593 6.29274
C -2.07713 0.44495 5.75581
C -1.82291 -0.92348 5.11040
Br -1.11191 -2.31927 6.37377
H -2.38194 1.10663 4.94502
H -2.54266 0.53180 6.73756
H -1.29036 -0.91386 4.15941
H -2.82238 -1.26089 4.83596
Br 0.51342 -4.78231 -3.08052
C -1.48890 -4.86578 -3.18417
C -1.83222 -5.26726 -4.59359
Br -3.72987 -4.83506 -4.70050
H -1.92382 -3.88688 -2.98243
H -1.95006 -5.41800 -2.36533
H -1.56581 -6.30586 -4.78965
H -1.31611 -4.57841 -5.26233
*
```

Output
HOMO   -5.81 eV
Lowest unoccupied orbital energy   -0.1360 Eh
Frontier orbital gap   0.07738 Eh

=====

<x>
Formula: C5H8Ag3BBr4F4O3
Source: the Open Molecules 2025 dataset
Level of theory: wB97M-V/def2-TZVPD

```
! wB97M-V def2-TZVPD RIJCOSX def2/J DEFGRID3
* xyz 0 1
Ag 1.80779 5.95489 -1.60821
Ag -3.20353 5.44644 2.24033
Ag -5.13470 4.75680 -3.25765
C -1.63783 9.50303 -0.99700
O -0.94722 9.24979 -0.02700
O -2.30499 10.56856 -1.03664
O -1.90871 8.59829 -1.74745
B -1.36190 1.88476 -0.90255
F -1.11028 2.36023 -2.14727
F -2.72026 2.01780 -0.68822
F -0.99459 0.55860 -0.96364
F -0.67962 2.59814 0.04233
Br 1.12745 -4.42949 5.15216
C -0.55449 -4.80427 4.11686
C -1.68471 -3.96980 4.59389
Br -3.30653 -4.49391 3.64969
H -0.66848 -5.88761 4.15524
H -0.32575 -4.60590 3.06975
H -1.50387 -2.90377 4.45613
H -1.86123 -4.08242 5.66360
Br 3.35341 -3.33268 -5.27710
C 3.05477 -3.92546 -3.38453
C 3.99876 -3.13472 -2.39908
Br 5.80578 -3.77803 -2.38907
H 3.16025 -5.00045 -3.23836
H 2.02376 -3.77926 -3.06244
H 3.53287 -3.30801 -1.42903
H 4.04391 -2.06159 -2.58469
*
```

Output
HOMO   -5.91 eV
Lowest unoccupied orbital energy   -0.1376 Eh
Frontier orbital gap   0.07943 Eh

=====

Energies in eV, measured from the most stable structure: <w> 0.220; <x> 0.000.